43
Properties=species:S:1:pos:R:3:forces:R:3 method="wB97M-V/def2-TZVPD" e_homo_ev="-10.383 / -10.675" multiplicity=4 homo_lumo_gap_ev="6.54 / 6.45" charge=+1
Re -0.07265 0.18736 -0.05252 -0.3568 -0.1701 -0.3131
Te -0.27832 -0.01317 -2.59976 0.0901 0.0619 0.3571
Cl -2.53259 -1.14590 0.25534 0.5272 0.2910 0.0249
O -1.12755 -1.70358 0.33322 -0.2539 0.1006 -0.0640
O -2.21644 0.33731 0.31459 -0.0823 -0.3093 -0.0460
O -3.12383 -1.47125 -0.97620 -0.0154 -0.0105 0.0420
O -3.28042 -1.53251 1.37892 0.0875 0.0457 0.0131
N 0.02103 0.23819 2.15897 -0.0636 0.0069 0.0846
N 0.62892 2.15164 -0.09168 0.0442 -0.0084 -0.0257
N 2.00499 -0.07522 -0.06637 -0.0308 -0.0077 -0.0037
C 0.52603 -0.83621 4.23070 0.0003 -0.0137 0.0063
C 2.65825 -1.23077 -0.09490 0.0363 0.0211 -0.0014
C 4.11613 1.10158 0.07228 0.0584 0.0460 0.0044
C 4.06184 3.53111 0.11012 -0.0635 0.0081 -0.0014
C 0.51836 -0.79556 2.85500 0.0159 -0.0123 -0.0584
C 4.77122 2.38220 0.13002 -0.0186 -0.0431 -0.0025
C 0.45563 4.52629 -0.11706 -0.0254 -0.0141 0.0011
C 2.72464 1.07433 0.01507 -0.0162 -0.0078 -0.0057
C 4.78457 -0.13285 0.05546 0.0275 0.0031 0.0027
C -0.11301 3.25187 -0.15398 0.0229 0.0028 -0.0064
C 4.05202 -1.29263 -0.02860 -0.0535 -0.0063 -0.0037
C -0.04514 0.19728 6.45683 0.0041 0.0132 -0.0059
C -0.01224 0.22205 4.95990 -0.0131 0.0189 0.0181
C 1.82004 4.66638 -0.02279 0.0014 0.0019 -0.0047
C -0.50266 1.25611 2.85332 -0.0091 0.0119 -0.0034
C 2.62426 3.51711 0.03284 0.0761 0.0397 0.0088
C -0.53439 1.28590 4.23227 0.0007 -0.0187 -0.0213
C 1.97803 2.28355 -0.00191 -0.0123 -0.0223 -0.0060
H -0.38330 1.14768 6.86377 0.0016 -0.0015 0.0000
H -1.18178 3.10758 -0.25408 -0.0020 0.0131 0.0027
H -0.19371 5.38782 -0.17448 0.0053 0.0018 -0.0029
H 4.56493 4.48865 0.14356 0.0008 -0.0036 0.0013
H 0.90662 -1.62360 2.27499 0.0040 0.0052 0.0030
H 2.05377 -2.12365 -0.19398 0.0129 -0.0124 0.0015
H -0.92449 2.06872 2.27569 -0.0006 -0.0019 -0.0024
H -0.97868 2.13516 4.73340 0.0055 -0.0009 0.0023
H 0.94273 -0.02388 6.86104 -0.0023 -0.0104 0.0018
H 4.53282 -2.25955 -0.05814 0.0064 0.0031 -0.0002
H 2.27703 5.64735 -0.00254 -0.0065 -0.0013 0.0051
H 5.85193 2.40612 0.18058 -0.0014 -0.0086 -0.0016
H 0.93998 -1.70120 4.73182 -0.0045 0.0047 0.0040
H 5.86575 -0.16100 0.09810 -0.0023 -0.0093 -0.0010
H -0.72385 -0.58320 6.80434 0.0052 -0.0065 -0.0034

=====

44
Properties=species:S:1:pos:R:3:forces:R:3 method="wB97M-V/def2-TZVPD" smiles="Cc1ccc(S(=O)(=O)NNC(=O)c2cnn(-c3ccccc3)c2C(F)(F)F)cc1" e_homo_ev=-9.375 homo_lumo_gap_ev=9.52
S 2.83776 -1.98455 1.31531 -0.3789 0.0718 -0.0051
F -0.71089 1.12409 -0.01052 0.1420 -0.1890 -0.1486
F -2.79459 1.44247 0.43602 -0.1139 -0.1986 -0.0477
F -1.45807 0.80218 1.97815 -0.0476 -0.2554 0.0193
O -0.26057 -3.19182 2.52721 -0.0296 -0.1849 -0.0645
O 3.83911 -2.80652 1.91689 0.1021 0.2216 0.3403
O 2.04473 -2.48914 0.22860 0.1736 0.2803 -0.0388
N 0.52197 -1.15140 1.99355 0.1427 0.1617 0.0545
N 1.76496 -1.44012 2.56079 0.4497 -0.2554 -0.3293
N -3.13272 -2.53516 -0.47628 -0.4169 -0.7026 -0.4105
N -3.00787 -1.21606 -0.49213 0.6872 0.2892 0.6050
C -3.22195 0.52911 -2.17559 -0.0294 -0.2089 0.0712
C 3.50954 -0.39773 0.86324 -0.2387 -0.5379 0.0664
C -2.24790 -2.99748 0.37382 0.2612 0.4708 0.2593
C -2.03505 -0.80139 0.36537 0.0628 -0.5415 0.2413
C 2.94107 0.31391 -0.17431 -0.1102 -0.0703 -0.1353
C 4.45245 2.13628 0.27968 -0.0505 -0.0829 -0.0487
C -5.36593 0.93687 -3.17596 -0.0348 0.0283 -0.0432
C -1.50246 -1.94834 0.95084 -0.4362 0.2439 -0.4636
C -5.14129 -0.77579 -1.51127 0.1821 0.0249 0.1164
C -4.01743 1.23112 -3.06292 -0.0100 0.0207 0.0239
C 4.53972 0.12978 1.61612 0.1498 0.0318 0.0758
C 4.94719 3.51744 -0.01563 -0.0322 0.0383 0.0431
C -3.79410 -0.46168 -1.38815 -0.5285 0.3311 -0.6155
C -5.92406 -0.07093 -2.40637 0.0139 0.0162 -0.0200
C 3.41540 1.58165 -0.46354 0.0690 -0.0139 0.1234
C 5.01165 1.39486 1.31788 -0.0993 -0.1206 -0.0266
C -1.76392 0.62520 0.68541 0.0005 0.9139 0.2690
C -0.38124 -2.17800 1.87404 0.1024 0.2758 0.1633
H 6.01246 3.59923 0.18497 0.0732 0.0560 -0.0176
H 4.95754 -0.46408 2.41249 0.1321 -0.0004 0.1464
H -2.16597 0.74237 -2.10737 0.0901 -0.0100 0.0224
H 4.43027 4.23641 0.62034 0.0068 0.0985 0.0079
H 0.59321 -0.42853 1.29298 -0.2377 0.0044 0.0796
H -6.97247 -0.30796 -2.50143 -0.0905 -0.0266 -0.0018
H 2.97589 2.14573 -1.27255 -0.0287 0.0508 -0.1014
H 5.82063 1.81645 1.89571 0.0950 0.0264 0.0587
H -5.55269 -1.56857 -0.90720 -0.0435 -0.0678 0.0551
H 2.15125 -0.13810 -0.75419 -0.0977 -0.0204 -0.1195
H -3.57781 2.00463 -3.67349 0.0420 0.0659 -0.0560
H -5.98039 1.48861 -3.87078 -0.0559 0.0443 -0.0659
H 1.62411 -2.18610 3.24155 0.1009 -0.0975 -0.0445
H -2.13954 -4.04569 0.56017 0.0089 -0.2425 0.0242
H 4.75803 3.78678 -1.05140 0.0226 0.0608 -0.0621

=====

44
Properties=species:S:1:pos:R:3:forces:R:3 method="wB97M-V/def2-TZVPD" smiles=Fc1ccc(Cn2cnc(-c3cc([C@H]4NNN[C@H]4C(F)(F)F)ccn3)c2)c(F)c1 relative_energy_kcal_mol=0.0 e_homo_ev=-8.277 homo_lumo_gap_ev=8.90
F 2.15448 0.70046 1.88981 -0.3115 -0.4076 -0.4009
F 4.26230 0.53497 1.68977 -0.2194 -0.2093 -1.0723
F -3.77172 -6.65606 -1.39769 0.6526 0.3615 0.6409
F 2.94455 -0.06096 -0.03169 0.4951 0.5890 1.0881
F -0.57369 -7.78136 1.96458 0.1097 -0.2934 0.2131
N -1.83889 1.21368 0.61660 -0.9908 -1.0956 -0.1641
N -2.69425 -2.59977 -1.09826 0.1009 0.6243 -0.0949
N 3.02817 3.31009 1.47872 0.9540 -0.8669 1.5217
N 2.24348 4.12237 -0.45623 0.0698 0.7125 -1.6493
N -1.03131 -1.37157 -1.95224 -0.1791 -0.4563 0.6758
N 2.68074 4.50513 0.85212 -0.3462 0.6187 0.3246
C 0.66277 2.24028 -0.16874 -0.3563 -1.1904 -0.2567
C 3.14349 0.82588 0.98158 -0.3161 1.0654 0.7040
C -1.66378 -2.53044 -2.02248 -0.2213 0.6918 0.5656
C -1.11930 0.56459 -0.30841 1.3721 1.7602 -0.7614
C -1.62858 -0.66599 -0.90232 -0.6859 -1.4594 -0.2920
C -1.31921 -6.87455 1.35803 -2.1270 1.9600 -1.2323
C -1.40350 2.34155 1.12064 1.3045 1.0322 -0.4103
C -2.93467 -6.24465 -0.40131 0.8689 0.2642 1.3298
C -2.83079 -4.86194 -0.06252 -0.3174 -0.8294 -0.3396
C 0.11632 1.09563 -0.76746 -0.5579 -0.4344 0.9475
C -0.15282 2.88518 0.76452 -0.2026 -0.6102 -0.2442
C -2.04881 -4.56086 1.06474 0.1878 -0.4151 -0.0880
C 3.18280 2.27438 0.45330 0.5967 -0.2300 0.0754
C -3.57928 -3.72775 -0.83732 1.0313 -1.0708 0.9382
C -2.19522 -7.23324 0.31983 -0.0392 0.5365 -0.3480
C 2.09420 2.67456 -0.52689 -1.1762 0.7210 0.3999
C -1.34123 -5.53713 1.77771 0.6915 -0.2614 0.2504
C -2.68191 -1.40176 -0.40815 1.2955 -0.1982 -0.8878
H -4.42326 -3.41334 -0.21900 0.1092 0.2286 -0.2571
H -1.40789 -3.37469 -2.67662 -0.2518 0.6010 0.3030
H -3.94417 -4.12990 -1.76591 -0.2439 -0.0730 -0.3618
H 2.37435 2.32713 -1.49627 -0.1323 -0.2549 -0.8689
H -2.27958 -8.28918 0.10891 -0.1588 -0.0054 -0.4039
H 4.16951 2.36014 -0.04921 -0.4928 0.1506 0.2315
H 0.17604 3.79134 1.20580 0.2155 0.7806 0.4505
H 0.64410 0.49548 -1.48822 0.2481 0.0937 -0.2630
H 1.40763 4.63325 -0.74419 0.2000 -0.3844 0.4754
H -3.30533 -1.11736 0.39229 -0.7919 -0.1580 0.6318
H 2.31781 3.02652 2.16160 0.1604 0.2819 -0.5112
H -2.04199 2.92089 1.80274 0.1777 -0.5610 -0.1782
H -1.94871 -3.51642 1.37953 -0.1119 -0.3984 -0.1077
H -0.75163 -5.29212 2.66894 -0.2132 0.1545 -0.4630
H 3.47153 5.17790 0.77443 -0.3975 -1.3644 -0.1110

=====

Number 1: M 686.595 g mol⁻¹. Number 2: M 424.404 g mol⁻¹. Number 3: M 410.350 g mol⁻¹.